1.
Entry from the Open Molecules 2025 dataset: a 3-piece molecular cluster, C3H12N2O2 overall at a distorted geometry (ωB97M-V/def2-TZVPD).

Last column: Mulliken charge in e.
Atoms and positions in Å:
C  -0.52  -0.44  2.28  -1.308
C  -1.08  0.38  1.13  -0.228
N  0.03  0.81  0.26  -0.274
C  -0.27  1.42  -0.91  -0.027
N  0.30  1.14  -2.02  -0.675
H  -0.24  -1.44  1.96  0.336
H  -1.33  -0.61  2.99  0.382
H  0.27  0.10  2.80  0.328
H  -1.75  -0.22  0.52  0.239
H  -1.57  1.28  1.50  0.387
H  0.89  0.27  0.20  0.374
H  -1.02  2.22  -0.80  0.322
H  0.36  1.93  -2.66  0.198
H  1.98  0.16  -1.63  0.374
H  3.35  -0.37  -1.20  0.305
O  2.40  -0.53  -1.09  -0.716
H  -1.36  -2.12  -1.29  0.308
H  0.13  -1.83  -1.31  0.316
O  -0.57  -2.17  -0.74  -0.641

Properties
Kohn-Sham gap = 0.369 hartree
lowest unoccupied orbital energy = 0.97 eV
E = -381.4840 hartree
molar mass = 108.1 g mol⁻¹
energy relative to the best compared isomer or geometry (same formula, charge and spin) = 19.4 kcal/mol

=====

2.
Entry from the Open Molecules 2025 dataset: a 2-piece molecular cluster, C5H6N5O overall at a distorted geometry (ωB97M-V/def2-TZVPD).

Last column: Mulliken charge in e.
Atoms and positions in Å:
C  1.62  0.86  -0.46  0.670
C  -0.99  -0.61  -1.62  0.274
C  -1.67  -1.53  -0.54  -0.428
C  -0.63  -0.88  0.44  0.133
C  -0.77  0.18  1.58  -1.580
N  2.79  0.72  -0.99  -0.380
N  1.41  1.95  0.24  -0.114
N  3.36  1.85  -0.65  -0.320
N  2.53  2.60  0.07  -0.501
N  -0.04  -0.33  -0.75  -0.059
O  -1.17  -0.55  -2.82  -0.684
H  -2.70  -1.37  -0.23  0.334
H  -1.30  -2.59  -0.53  0.226
H  0.11  -1.48  0.93  0.248
H  0.15  0.50  1.89  0.434
H  -1.41  -0.33  2.32  0.370
H  -1.29  0.99  1.13  0.376

Properties
Kohn-Sham gap = 0.339 hartree
total charge = -1
lowest unoccupied orbital energy = 3.54 eV
E = -543.0451 hartree
molar mass = 152.1 g mol⁻¹
energy relative to the best compared isomer or geometry (same formula, charge and spin) = 66.1 kcal/mol

=====

3.
Entry from the Open Molecules 2025 dataset: a 5-piece molecular cluster, C22H34Cl17N2O3 overall at a distorted geometry (ωB97M-V/def2-TZVPD).

Last column: Mulliken charge in e.
Atoms and positions in Å:
C  -1.61  -3.30  0.59  -1.649
C  -1.17  -2.39  -0.31  -0.277
C  -0.63  -0.99  0.07  0.636
C  0.73  -1.20  0.75  -0.204
C  1.23  -0.11  1.68  -0.597
O  2.54  -0.47  2.10  -0.545
C  -1.66  -0.37  1.02  -0.548
Cl  -1.45  1.37  1.29  -0.134
N  -3.03  -0.47  0.43  -0.025
C  -3.14  0.12  -0.95  -0.600
C  -4.43  -0.37  -1.61  0.490
C  -4.47  -1.89  -1.83  -1.578
C  -5.66  0.06  -0.78  -1.247
C  -5.89  1.58  -0.72  -0.399
C  -6.18  2.07  0.70  -1.273
C  -1.90  -0.11  -1.83  -1.408
N  -0.60  -0.16  -1.15  0.706
C  0.40  -0.60  -2.14  -0.994
C  1.57  0.39  -2.41  -0.782
C  1.91  1.30  -1.25  -0.275
O  2.82  2.30  -1.73  -0.395
C  3.51  2.87  -0.68  0.745
C  2.76  3.91  0.10  -0.823
O  4.62  2.52  -0.42  -0.494
H  -2.52  -3.87  0.40  0.357
H  -1.07  -3.49  1.52  0.319
H  -1.14  -2.68  -1.36  0.580
H  1.51  -1.42  0.02  0.383
H  0.65  -2.10  1.36  0.195
H  0.58  -0.06  2.56  0.357
H  1.22  0.88  1.23  0.293
H  2.94  0.36  2.40  0.130
H  -1.62  -0.91  1.97  0.729
H  -3.41  -1.42  0.50  0.591
H  -3.62  0.11  1.03  0.415
H  -3.26  1.20  -0.84  0.136
H  -4.50  0.13  -2.58  0.529
H  -5.04  -2.36  -1.02  0.412
H  -5.00  -2.14  -2.75  0.363
H  -3.48  -2.36  -1.84  0.346
H  -5.57  -0.34  0.24  0.405
H  -6.54  -0.41  -1.21  0.565
H  -6.76  1.83  -1.33  0.456
H  -5.05  2.16  -1.11  0.315
H  -5.47  1.68  1.43  0.273
H  -7.20  1.83  1.02  0.330
H  -6.10  3.16  0.75  0.357
H  -1.86  0.74  -2.51  0.572
H  -2.09  -0.99  -2.46  0.603
H  -0.08  -0.76  -3.10  0.339
H  0.85  -1.56  -1.88  0.566
H  2.44  -0.14  -2.78  0.004
H  1.24  1.04  -3.23  0.308
H  2.45  0.72  -0.50  0.347
H  1.03  1.78  -0.83  0.337
H  3.45  4.60  0.57  0.338
H  2.19  3.42  0.90  0.082
H  2.06  4.46  -0.53  0.375
C  3.52  3.13  4.48  0.328
Cl  2.76  4.59  3.86  -0.098
Cl  2.29  2.08  5.19  -0.107
Cl  4.31  2.27  3.15  -0.016
Cl  4.72  3.55  5.69  -0.078
C  2.57  -1.08  -6.05  0.424
Cl  3.03  -2.05  -7.44  -0.090
Cl  3.05  0.59  -6.29  -0.093
Cl  0.81  -1.17  -5.84  -0.118
Cl  3.36  -1.72  -4.60  -0.113
C  8.34  2.37  3.35  0.319
Cl  9.99  1.93  2.91  -0.096
Cl  7.63  1.06  4.30  -0.095
Cl  8.36  3.85  4.31  -0.091
Cl  7.39  2.63  1.89  -0.056
C  1.36  -6.21  2.87  0.324
Cl  0.55  -5.05  1.78  -0.106
Cl  0.21  -7.47  3.31  -0.094
Cl  2.74  -6.91  2.04  -0.082
Cl  1.89  -5.36  4.32  -0.098

Properties
Kohn-Sham gap = 0.332 hartree
total charge = +1
lowest unoccupied orbital energy = -3.03 eV
E = -9016.8021 hartree
molar mass = 977.2 g mol⁻¹
energy relative to the best compared isomer or geometry (same formula, charge and spin) = 0.0 kcal/mol

=====

4.
Entry from the Open Molecules 2025 dataset: a 8-piece molecular cluster, C4H24NO7 overall at a distorted geometry (ωB97M-V/def2-TZVPD).

Last column: Mulliken charge in e.
Atoms and positions in Å:
C  -1.32  -1.53  -0.98  -1.388
C  -2.30  -0.70  -0.15  -0.183
C  -1.85  0.75  -0.13  0.517
C  -2.72  1.73  -0.44  -1.086
N  -0.42  0.96  0.07  0.045
H  -1.27  -1.35  -2.02  0.448
H  -0.38  -1.84  -0.53  0.205
H  -1.64  -2.66  -1.03  0.400
H  -3.30  -1.07  -0.66  0.370
H  -2.14  -1.00  0.92  0.184
H  -3.76  1.70  -0.94  0.269
H  -2.47  2.84  -0.39  0.274
H  0.03  0.60  0.99  0.424
H  -0.06  1.96  -0.14  0.481
H  0.07  0.40  -0.59  0.132
H  0.97  1.45  -2.73  0.337
H  2.31  2.00  -2.66  0.310
O  1.56  1.98  -2.05  -0.663
H  1.79  -2.33  2.82  0.273
H  3.16  -2.55  2.34  0.314
O  2.25  -2.39  1.98  -0.591
H  -1.59  1.27  2.57  0.328
H  -2.41  2.65  2.36  0.334
O  -1.49  2.33  2.49  -0.716
H  -0.15  -1.49  1.61  0.288
H  0.64  -0.66  2.64  0.229
O  -0.08  -0.67  2.08  -0.572
H  3.05  -2.43  -0.55  0.276
H  2.40  -3.49  -1.04  0.302
O  3.17  -3.07  -1.23  -0.587
H  2.11  -1.16  -2.37  0.277
H  2.31  -0.81  -3.66  0.263
O  1.60  -1.10  -3.11  -0.524
H  1.17  3.69  1.35  0.315
H  -0.07  3.14  1.83  0.378
O  0.81  2.84  1.33  -0.662

Properties
Kohn-Sham gap = 0.396 hartree
total charge = +1
lowest unoccupied orbital energy = -2.89 eV
E = -747.8874 hartree
molar mass = 198.2 g mol⁻¹
energy relative to the best compared isomer or geometry (same formula, charge and spin) = 74.5 kcal/mol

=====

5.
Entry from the Open Molecules 2025 dataset: C30H51Cl2N2OPSm as an isolated structure at a distorted geometry (ωB97M-V/def2-TZVPD).

Last column: Mulliken spin population.
Atoms and positions in Å:
P  0.15  -0.96  -4.08  0.001
C  1.70  -0.35  -5.02  -0.005
C  1.95  -0.77  -6.48  0.000
C  3.34  -0.32  -6.93  0.000
C  3.62  1.17  -6.69  0.000
C  3.24  1.63  -5.28  0.000
C  1.83  1.17  -4.88  0.003
C  -1.29  -0.10  -4.99  -0.006
C  -1.18  0.06  -6.51  0.000
C  -2.49  0.62  -7.08  0.000
C  -2.92  1.93  -6.42  0.000
C  -2.89  1.86  -4.88  0.002
C  -1.60  1.25  -4.32  -0.005
C  -0.03  -2.66  -4.86  0.002
C  1.17  -3.55  -4.50  0.000
C  1.07  -4.93  -5.18  0.000
C  -0.27  -5.63  -4.92  0.000
C  -1.47  -4.73  -5.20  0.000
C  -1.37  -3.34  -4.54  0.000
H  2.48  -0.81  -4.40  0.001
H  1.20  -0.33  -7.14  0.000
H  1.87  -1.86  -6.60  0.000
H  3.48  -0.57  -7.99  0.000
H  4.08  -0.91  -6.37  0.000
H  4.69  1.36  -6.86  0.000
H  3.08  1.77  -7.43  0.000
H  3.95  1.19  -4.56  0.000
H  3.32  2.72  -5.19  0.000
H  1.64  1.47  -3.84  -0.003
H  1.09  1.68  -5.52  0.001
H  -2.13  -0.78  -4.78  -0.001
H  -3.28  -0.13  -6.94  0.000
H  -0.95  -0.89  -7.01  0.000
H  -0.37  0.76  -6.75  0.000
H  -2.38  0.76  -8.17  0.000
H  -3.93  2.19  -6.75  0.000
H  -2.26  2.74  -6.76  0.000
H  -3.03  2.87  -4.46  0.000
H  -3.74  1.25  -4.55  0.000
H  -1.69  1.11  -3.23  0.007
H  -0.76  1.95  -4.48  0.001
H  -0.02  -2.48  -5.96  0.000
H  2.12  -3.08  -4.80  0.000
H  1.22  -3.68  -3.41  0.001
H  1.19  -4.79  -6.26  0.000
H  1.90  -5.56  -4.85  0.000
H  -0.30  -5.97  -3.88  0.000
H  -0.33  -6.53  -5.54  0.000
H  -2.39  -5.22  -4.88  0.000
H  -1.56  -4.58  -6.28  0.000
H  -2.21  -2.73  -4.89  0.000
H  -1.49  -3.42  -3.45  0.000
Sm  0.14  -0.35  -0.29  5.155
Cl  -1.85  -1.62  -1.24  -0.005
Cl  2.41  0.24  -1.28  -0.005
C  -0.72  1.70  0.40  -0.092
H  -1.36  1.55  1.29  0.008
C  -0.68  3.07  0.01  0.003
C  -1.34  4.12  0.74  -0.033
C  -1.32  5.44  0.29  0.023
C  -0.65  5.79  -0.90  -0.045
C  0.03  4.78  -1.62  0.022
C  0.05  3.47  -1.17  -0.028
H  -1.86  3.88  1.66  -0.001
H  -1.82  6.24  0.84  0.002
H  0.56  5.05  -2.53  0.002
H  0.62  2.71  -1.70  -0.003
H  -0.64  6.82  -1.27  -0.004
C  2.10  1.03  2.93  -0.004
N  1.09  0.36  3.76  -0.001
C  1.07  0.79  5.15  0.000
C  0.16  -0.39  3.14  0.004
O  0.30  -0.57  1.87  0.001
N  -0.91  -0.97  3.69  -0.001
C  -1.23  -1.11  5.11  0.000
C  -1.79  -1.71  2.79  0.002
H  3.05  1.04  3.48  0.000
H  1.77  2.06  2.70  0.000
H  2.24  0.50  1.98  0.004
H  0.15  1.30  5.44  0.000
H  1.25  -0.03  5.87  0.000
H  1.89  1.50  5.26  0.000
H  -2.30  -0.95  5.26  0.000
H  -0.99  -2.12  5.47  0.000
H  -0.68  -0.38  5.71  0.000
H  -2.23  -1.08  1.99  0.001
H  -1.26  -2.55  2.31  -0.001
H  -2.60  -2.12  3.40  0.000

Properties
Kohn-Sham gap (alpha / beta) = 0.130 / 0.133 hartree
total charge = -1
lowest unoccupied orbital energy (alpha / beta) = 2.10 / 2.09 eV
E = -3278.2895 hartree
2S+1 = 6
molar mass = 708.0 g mol⁻¹

=====

6.
Entry from the Open Molecules 2025 dataset: a 2-piece molecular cluster, H4O2 overall at a distorted geometry (ωB97M-V/def2-TZVPD).

Last column: Mulliken charge in e.
Atoms and positions in Å:
H  -0.08  -1.07  -1.59  0.326
H  1.30  -0.61  -1.08  0.329
H  -0.17  0.47  0.55  0.363
H  -0.75  1.19  1.88  0.321
O  0.39  -0.32  -1.18  -0.678
O  -0.69  0.34  1.42  -0.661

Properties
Kohn-Sham gap = 0.427 hartree
lowest unoccupied orbital energy = 0.77 eV
E = -152.8707 hartree
molar mass = 36.0 g mol⁻¹
energy relative to the best compared isomer or geometry (same formula, charge and spin) = 2.7 kcal/mol

=====

7.
Entry from the Open Molecules 2025 dataset: a 4-piece molecular cluster, C3H12O4 overall at a distorted geometry (ωB97M-V/def2-TZVPD).

Last column: Mulliken charge in e.
Atoms and positions in Å:
C  1.77  -0.94  1.70  -1.010
C  0.87  -0.09  1.17  0.718
O  -0.43  -0.44  1.20  -0.482
C  1.08  1.11  0.33  -0.947
H  2.77  -0.63  1.93  0.287
H  1.75  -1.95  1.36  0.329
H  -0.48  -1.27  1.70  0.310
H  2.07  1.32  -0.02  0.323
H  0.46  1.04  -0.57  0.225
H  0.58  1.93  0.86  0.253
H  2.25  -3.16  -3.60  0.321
H  3.34  -2.26  -3.11  0.317
O  3.00  -3.16  -3.00  -0.639
H  -3.06  1.88  1.85  0.316
H  -1.93  2.70  2.46  0.309
O  -2.60  2.72  1.77  -0.629
H  -3.70  0.96  -2.12  0.317
H  -2.16  1.16  -1.96  0.321
O  -2.84  0.58  -2.29  -0.640

Properties
Kohn-Sham gap = 0.328 hartree
lowest unoccupied orbital energy = 0.50 eV
E = -422.3888 hartree
molar mass = 112.1 g mol⁻¹
energy relative to the best compared isomer or geometry (same formula, charge and spin) = 45.6 kcal/mol

=====

8.
Entry from the Open Molecules 2025 dataset: C16H16Cl3F5MoO as an isolated structure at a distorted geometry (ωB97M-V/def2-TZVPD).

Last column: Mulliken spin population.
Atoms and positions in Å:
C  -0.94  0.77  -2.01  -0.049
C  -1.00  -0.53  -2.63  -0.016
C  0.24  -1.21  -2.33  0.066
C  -2.23  -1.14  -3.23  -0.011
C  1.08  -0.29  -1.61  -0.113
C  0.39  0.95  -1.50  0.172
C  1.03  2.27  -1.34  -0.016
C  -1.91  1.90  -2.19  0.019
C  0.61  -2.61  -2.66  -0.042
C  2.53  -0.44  -1.30  0.003
Mo  -0.91  -0.98  -0.53  1.845
Cl  -1.86  -3.13  -0.55  0.031
Cl  -2.72  0.25  0.41  0.057
Cl  0.62  -1.88  1.04  0.046
H  -3.01  -0.38  -3.38  0.000
H  -2.60  -1.91  -2.54  0.008
H  -1.98  -1.60  -4.20  0.000
H  -0.14  -3.33  -2.31  0.010
H  1.56  -2.85  -2.16  -0.002
H  0.74  -2.73  -3.74  -0.001
H  2.76  -1.34  -0.73  -0.004
H  2.90  0.41  -0.73  0.001
H  3.09  -0.46  -2.24  0.003
H  1.99  2.18  -0.83  0.006
H  0.40  2.94  -0.74  0.001
H  1.21  2.78  -2.30  -0.003
H  -2.94  1.60  -2.01  0.002
H  -1.83  2.30  -3.22  -0.002
H  -1.65  2.70  -1.49  -0.002
O  0.28  1.32  1.60  0.007
H  1.15  1.35  1.10  -0.019
F  2.70  0.33  2.12  0.003
C  1.74  0.17  3.07  0.004
C  0.48  0.64  2.75  -0.002
C  -0.58  0.36  3.62  0.005
F  -1.86  0.69  3.30  -0.002
C  -0.33  -0.23  4.85  0.003
F  -1.33  -0.44  5.74  -0.002
C  0.98  -0.55  5.22  -0.002
F  1.25  -1.02  6.46  -0.002
C  2.01  -0.44  4.28  -0.002
F  3.23  -0.95  4.52  0.000

Properties
Kohn-Sham gap (alpha / beta) = 0.122 / 0.109 hartree
total charge = -2
lowest unoccupied orbital energy (alpha / beta) = 4.82 / 4.82 eV
E = -2642.6586 hartree
2S+1 = 3
molar mass = 521.6 g mol⁻¹
energy relative to the best compared isomer or geometry (same formula, charge and spin) = 0.0 kcal/mol